1.
C36H26Cl2MnN6OS2 | ωB97M-V/def2-TZVPD

Values from the calculation:
Total energy, a.u.: -4659.10291
Charge: -2
Relative energy (zero: lowest compared OMol25 entry of this formula, charge and spin), kcal/mol: 0.0
Kohn-Sham gap (alpha / beta), eV: 3.51 / 5.93
HOMO energy (alpha / beta), eV: 0.7 / -1.7
Multiplicity: 6

Each line ends with the Löwdin spin population.
Element x y z (Å)
1 Mn -0.1265 0.4000 0.0120  3.968
2 S -4.0472 -1.8221 1.2768  0.103
3 C -3.9075 -2.1495 -0.4392  0.021
4 C -4.7163 -2.9340 -1.2327  0.009
5 C -4.4183 -3.0660 -2.5916  0.055
6 C -3.3132 -2.4001 -3.1180  0.001
7 C -2.4952 -1.6062 -2.3296  0.047
8 C -2.7785 -1.4628 -0.9597  0.013
9 N -2.0801 -0.7285 -0.0690  0.150
10 C -2.5859 -0.8336 1.1890  0.252
11 C -1.9078 -0.2782 2.2938  0.041
12 C -2.3783 -0.3407 3.6250  0.091
13 C -1.5866 0.1340 4.6588  0.011
14 C -0.3382 0.6877 4.3980  0.110
15 C 0.1145 0.7710 3.0695  0.010
16 C -0.6288 0.2918 2.0106  -0.010
17 H -5.5713 -3.4465 -0.8055  -0.001
18 H -5.0428 -3.6819 -3.2274  0.005
19 H -3.0823 -2.5031 -4.1729  -0.002
20 H -1.6432 -1.0874 -2.7507  0.003
21 H -3.3549 -0.7650 3.8389  0.010
22 H -1.9512 0.0755 5.6803  -0.003
23 H 0.2767 1.0587 5.2111  0.009
24 H 1.0810 1.2250 2.8722  -0.003
25 S 1.1804 -3.7058 -1.8046  0.005
26 C 0.7187 -4.1102 -0.1818  0.000
27 C 0.6682 -5.3595 0.4260  0.002
28 C 0.2686 -5.4245 1.7480  0.000
29 C -0.0617 -4.2598 2.4498  0.002
30 C -0.0075 -3.0190 1.8471  0.002
31 C 0.3755 -2.9428 0.5090  0.002
32 N 0.4743 -1.7869 -0.2418  0.012
33 C 0.8754 -2.0234 -1.4471  0.009
34 C 1.0308 -0.9393 -2.4175  0.002
35 C 1.5971 -1.1460 -3.6757  -0.002
36 C 1.7332 -0.0735 -4.5394  0.009
37 C 1.3072 1.1886 -4.1291  -0.001
38 C 0.7445 1.3708 -2.8726  0.005
39 C 0.5757 0.3131 -1.9762  -0.036
40 H 0.9322 -6.2550 -0.1231  0.000
41 H 0.2146 -6.3864 2.2441  0.000
42 H -0.3684 -4.3274 3.4864  0.001
43 H -0.2456 -2.1138 2.3867  0.001
44 H 1.9352 -2.1336 -3.9754  0.000
45 H 2.1705 -0.2142 -5.5215  0.001
46 H 1.4149 2.0341 -4.8015  0.000
47 H 0.4217 2.3640 -2.5767  0.000
48 C 5.3820 2.3287 1.0067  0.000
49 N 4.3731 1.3407 1.2687  0.001
50 C 4.6776 -0.0500 1.0621  0.001
51 C 3.3039 -0.6390 0.7259  0.002
52 O 3.1563 -1.8502 0.5926  0.000
53 N 2.4021 0.3566 0.5955  0.031
54 C 3.0440 1.5466 0.8375  0.002
55 N 2.4847 2.6939 0.7019  0.000
56 H 6.3042 2.0452 1.5179  0.000
57 H 5.0797 3.3011 1.3954  0.000
58 H 5.6002 2.4411 -0.0668  0.000
59 H 5.0986 -0.5350 1.9464  0.000
60 H 5.3546 -0.2138 0.2124  0.000
61 H 0.7447 2.7367 0.4930  0.006
62 H 3.0565 3.4696 1.0100  0.000
63 Cl -2.5440 1.8258 -1.7895  0.013
64 C -2.1078 3.3562 -1.0805  0.010
65 C -2.8972 4.4361 -1.4204  0.000
66 C -2.6408 5.7059 -0.9276  0.013
67 C -1.5661 5.8466 -0.0557  0.000
68 C -0.7887 4.7623 0.2801  0.008
69 Cl 0.4651 5.0574 1.4695  0.002
70 C -0.9694 3.4231 -0.2201  0.007
71 N -0.1653 2.4123 0.0912  -0.002
72 H -3.7268 4.2605 -2.0941  0.000
73 H -3.2629 6.5494 -1.1957  0.001
74 H -1.3322 6.8049 0.3908  0.000

---

2.
C36H26N4O6RhS2Se | ωB97M-V/def2-TZVPD

Values from the calculation:
Total energy, a.u.: -5365.91162
Charge: +1
Relative energy (zero: lowest compared OMol25 entry of this formula, charge and spin), kcal/mol: 0.0
Kohn-Sham gap (alpha / beta), eV: 7.28 / 5.45
HOMO energy (alpha / beta), eV: -10.7 / -10.7
Multiplicity: 5

Each line ends with the Löwdin spin population.
Element x y z (Å)
1 Rh -0.1922 0.1050 0.2493  2.402
2 S 0.8471 -0.4843 7.3622  0.000
3 C 1.8160 0.7877 7.9536  -0.001
4 C 2.2526 1.5992 6.9529  0.000
5 C 1.7898 1.1798 5.6801  -0.001
6 C 1.0099 0.0566 5.7375  0.001
7 C 0.3676 -0.6541 4.6269  0.003
8 C 0.4013 -0.1066 3.3308  0.018
9 N -0.1542 -0.6875 2.2882  0.091
10 C -0.7885 -1.8769 2.4284  0.012
11 C -0.8720 -2.5049 3.6704  0.003
12 C -1.5334 -3.7790 3.7686  0.000
13 C -2.0540 -4.3748 2.6772  -0.001
14 C -1.9701 -3.7537 1.3819  0.002
15 C -2.4716 -4.3505 0.2158  0.004
16 C -2.3573 -3.7223 -1.0065  0.002
17 C -1.7337 -2.4583 -1.0114  0.013
18 N -1.2595 -1.8763 0.0684  0.073
19 C -1.3546 -2.5071 1.2619  0.007
20 C -2.8570 -4.3196 -2.2508  0.001
21 C -3.5704 -5.4774 -2.3961  0.000
22 C -3.8883 -5.7698 -3.7462  0.000
23 C -3.4134 -4.8275 -4.6049  0.000
24 S -2.5792 -3.5885 -3.7853  0.000
25 C -0.2839 -1.8621 4.7716  0.009
26 H 2.0137 0.8689 9.0100  0.000
27 H 2.8824 2.4609 7.1143  0.000
28 H 2.0448 1.6961 4.7655  0.000
29 H 0.9026 0.8317 3.1313  0.002
30 H -1.5958 -4.2552 4.7386  0.000
31 H -2.5420 -5.3377 2.7572  0.000
32 H -2.9434 -5.3223 0.2907  0.000
33 H -1.6211 -1.9025 -1.9353  0.001
34 H -3.8683 -6.1063 -1.5692  0.000
35 H -4.4456 -6.6385 -4.0629  0.000
36 H -3.5077 -4.7966 -5.6781  0.000
37 H -0.3387 -2.3442 5.7413  0.000
38 C -3.2633 5.3789 -4.4237  0.015
39 C -2.8621 4.5706 -3.2265  0.083
40 C -3.7045 4.4486 -2.1228  -0.003
41 C -3.3538 3.7034 -1.0153  0.066
42 C -4.3215 3.6221 0.1348  0.014
43 C -2.0959 3.0391 -1.0164  0.113
44 Se -1.7794 1.9454 0.4626  0.708
45 C -1.2048 3.1888 -2.1043  0.063
46 C 0.1837 2.6178 -2.1477  0.018
47 C -1.6228 3.9387 -3.1885  -0.006
48 H -4.2561 5.8074 -4.3046  0.000
49 H -3.2617 4.7581 -5.3212  0.005
50 H -2.5557 6.1921 -4.5924  0.005
51 H -4.6646 4.9502 -2.1323  -0.001
52 H -5.1972 4.2328 -0.0735  0.000
53 H -3.8720 3.9809 1.0616  0.004
54 H -4.6578 2.5997 0.3104  0.005
55 H 0.5066 2.2187 -1.1914  0.008
56 H 0.8932 3.4031 -2.4137  0.003
57 H 0.2602 1.8365 -2.9053  0.003
58 H -0.9474 4.0553 -4.0294  -0.001
59 O 1.9434 1.1304 0.4443  0.078
60 C 2.2868 0.3553 -0.4690  0.020
61 O 1.4263 -0.4296 -1.0058  0.149
62 C 3.6872 0.3284 -0.9686  0.004
63 C 4.0455 -0.5425 -1.9888  0.002
64 C 5.3537 -0.5395 -2.4261  0.000
65 C 6.3183 0.2933 -1.8960  0.001
66 C 5.9189 1.1439 -0.8846  0.000
67 C 4.6262 1.1825 -0.4062  0.002
68 N 6.9247 2.0538 -0.2884  0.000
69 O 6.5387 2.8115 0.5774  0.000
70 O 8.0534 1.9925 -0.7246  0.000
71 N 5.7420 -1.4707 -3.5118  0.000
72 O 6.8927 -1.4338 -3.8884  0.000
73 O 4.8752 -2.1972 -3.9534  0.000
74 H 3.3211 -1.2105 -2.4300  0.001
75 H 7.3365 0.2788 -2.2542  0.000
76 H 4.3544 1.8641 0.3864  0.000

---

3.
C36H27BCl4CuN2O4PS | ωB97M-V/def2-TZVPD

Values from the calculation:
Total energy, a.u.: -6044.30426
Charge: -2
Relative energy (zero: lowest compared OMol25 entry of this formula, charge and spin), kcal/mol: 0.0
Kohn-Sham gap, eV: 5.29
HOMO energy, eV: -1.2

Each line ends with the Mulliken charge.
Element x y z (Å)
1 Cu -18.7365 -8.5665 8.0731  -0.840
2 Cl -23.8511 -12.4661 6.1607  -0.273
3 C -22.8266 -11.4839 7.1247  0.239
4 C -23.3948 -10.7384 8.1232  0.001
5 Cl -25.0745 -10.6628 8.3514  -0.259
6 C -22.5485 -9.9629 8.9278  0.239
7 Cl -23.2671 -8.9322 10.0885  -0.287
8 C -21.2088 -9.7233 8.6579  0.427
9 O -20.4543 -8.9512 9.4014  -0.894
10 C -20.6330 -10.4339 7.5227  0.076
11 O -19.3791 -10.2193 7.1822  -0.396
12 C -21.4522 -11.2910 6.8203  0.225
13 Cl -20.6763 -12.0936 5.4370  -0.248
14 C -13.9945 -13.0844 10.7961  -0.863
15 C -14.8427 -13.6133 9.7967  -0.733
16 C -15.1915 -12.8790 8.7029  -0.587
17 C -14.7450 -11.5708 8.4747  -0.168
18 C -14.0495 -10.9867 9.5242  0.290
19 C -13.6459 -11.7698 10.6217  -0.833
20 P -15.6346 -10.5069 7.2480  1.197
21 C -15.8833 -11.6428 5.7982  -0.529
22 C -14.8772 -12.0414 4.9341  -0.125
23 C -15.1492 -12.5981 3.6870  -0.743
24 C -16.4774 -12.8862 3.3717  -0.401
25 C -17.4577 -12.6863 4.3213  -0.482
26 C -17.1529 -12.0165 5.4824  0.825
27 C -14.3747 -9.3432 6.4003  0.047
28 C -13.0782 -8.9839 6.8398  0.044
29 C -12.2748 -8.1174 6.0721  -0.681
30 C -12.7887 -7.5090 4.9518  -0.498
31 C -14.1250 -7.7014 4.5939  -0.509
32 C -14.9016 -8.5844 5.3240  -0.501
33 H -13.6304 -13.6710 11.6126  0.944
34 H -15.1848 -14.6564 9.7871  0.285
35 H -15.8603 -13.3183 7.9959  0.488
36 H -13.7619 -9.9504 9.5201  0.020
37 H -13.0533 -11.3065 11.3933  0.358
38 H -13.8022 -11.8348 5.1698  0.210
39 H -14.3301 -12.8155 3.0502  0.416
40 H -16.6966 -13.2666 2.3335  0.281
41 H -18.4870 -12.9286 4.0381  0.209
42 H -17.9262 -11.7000 6.1885  -0.034
43 H -12.6172 -9.6108 7.6224  0.196
44 H -11.2586 -7.9993 6.3450  0.472
45 H -12.1864 -6.8853 4.3742  0.431
46 H -14.5949 -7.1342 3.7845  0.358
47 H -15.9647 -8.7675 5.0105  0.217
48 C -18.0459 -8.9891 11.9457  -1.160
49 C -17.8037 -10.4511 11.9411  0.874
50 C -16.9283 -11.0291 12.7735  -0.785
51 C -16.8645 -12.4450 12.7264  1.146
52 N -17.6344 -13.1968 12.0143  -0.557
53 C -18.5177 -12.5971 11.0926  -0.004
54 S -19.4844 -13.4781 10.1151  -0.392
55 N -18.5946 -11.2314 11.1103  0.153
56 C -15.8746 -13.1739 13.6446  -0.880
57 H -17.2647 -8.4790 12.4804  0.388
58 H -19.0236 -8.7928 12.3922  0.374
59 H -18.1477 -8.6049 10.9393  -0.058
60 H -16.3071 -10.4805 13.4459  0.330
61 H -19.2444 -10.8224 10.4161  -0.225
62 H -15.4621 -12.4397 14.3251  0.308
63 H -15.0758 -13.5264 12.9648  -0.042
64 H -16.3532 -13.9504 14.2385  0.382
65 O -16.4604 -6.4137 7.7700  -0.216
66 B -17.0806 -7.5017 8.5056  0.266
67 O -16.0984 -7.9043 9.5575  0.043
68 C -14.9406 -7.2250 9.2818  0.695
69 C -13.7405 -7.2531 9.9748  -0.720
70 C -12.7656 -6.3700 9.5943  -0.692
71 C -12.9409 -5.5249 8.5047  -0.547
72 C -14.1434 -5.4560 7.8091  -0.907
73 C -15.1692 -6.3252 8.2208  0.890
74 H -13.6532 -7.9835 10.7643  0.434
75 H -11.8614 -6.3646 10.1585  0.396
76 H -12.1153 -4.9577 8.1557  0.412
77 H -14.2155 -4.7695 6.9953  0.480